A 6-piece molecular cluster, C5H21NO6 overall in a non-equilibrium geometry. Source: the OMol25 dataset; level of theory: ωB97M-V with the def2-TZVPD basis set.

Structure (ORCA input):
```
! wB97M-V def2-TZVPD RIJCOSX def2/J DEFGRID3
* xyz 0 1
C 1.657 1.957 1.158
O -1.474 -0.733 3.872
H 1.192 1.264 1.856
H -0.998 -0.151 0.227
H 2.878 1.624 -0.386
H -0.468 -1.453 -1.375
H 0.587 -2.594 -1.943
H -1.774 -0.988 2.977
C 2.239 0.919 0.150
H -2.253 2.793 0.958
H -1.592 2.086 -2.136
O -1.555 -0.714 0.817
H 2.871 0.125 0.639
H -3.222 -2.948 0.419
O -2.603 -2.951 -0.360
C 2.481 -1.750 -1.018
H 0.877 2.596 0.947
H -0.620 -0.335 3.762
O 0.218 1.144 -1.035
O -2.473 2.360 -2.187
H 2.516 2.719 1.508
O -1.670 2.033 0.845
C 0.372 -1.534 -2.073
H -0.912 2.202 0.364
C 1.141 0.372 -0.731
H 2.187 -2.199 -0.093
H -1.835 -0.191 1.593
H -2.473 -2.015 -0.312
H -2.852 2.210 -1.316
H 3.429 -1.248 -0.915
H -0.025 -1.255 -3.048
H 2.632 -2.603 -1.702
N 1.522 -0.744 -1.467
*
```

energy above the lowest of the compared OMol25 structures with the same formula, charge and spin	50.0	kcal/mol
structure (SMILES)	CCC(=O)N(C)C.O.O.O.O.O
LUMO level	0.176	eV

C5H22Al2Br2ClLiNNa2O8PS as an isolated structure in a non-equilibrium geometry. Source: the OMol25 dataset; level of theory: ωB97M-V with the def2-TZVPD basis set.

Structure (ORCA input):
```
! wB97M-V def2-TZVPD RIJCOSX def2/J DEFGRID3
* xyz 2 1
O 1.099 0.284 1.279
H -1.507 -4.013 -1.888
H 4.520 0.439 3.263
H -3.107 1.160 1.727
Al 4.894 -1.072 4.471
H 6.863 1.731 0.405
C -0.202 2.152 1.326
C -1.634 -2.939 -1.790
Br -3.066 -0.566 -2.479
C -2.500 -2.388 -2.887
H -0.352 3.125 1.785
Cl -2.523 1.736 -7.355
H -2.005 -2.709 -0.800
H -4.644 1.751 -5.027
H -0.636 6.247 1.987
O -1.324 -5.354 2.623
H -1.993 -2.369 -3.847
O -2.092 -4.998 0.234
H -3.978 0.266 -4.667
H 6.560 0.044 0.886
S 4.616 1.442 1.041
Na -1.623 -2.661 3.426
H -1.329 -0.491 0.543
Na -0.706 6.041 -0.159
H 3.005 0.224 2.346
H -1.160 -0.107 3.164
H 4.408 -0.824 1.962
O 4.088 0.941 -0.239
H -5.164 0.407 -5.848
O -0.507 5.406 2.430
C 4.091 0.178 2.283
H 1.468 0.408 0.384
Br 0.186 -2.212 -1.923
H -0.114 2.232 0.235
O -3.083 -3.756 2.145
C 6.371 1.088 1.134
H -3.418 -2.967 -2.968
O 1.049 1.567 1.843
H -3.514 1.073 -6.198
H 6.733 1.331 2.134
P -1.800 -4.357 1.573
H 0.288 5.558 2.961
O -0.735 -3.255 1.461
Li 0.446 -1.285 0.682
N -4.367 0.852 -5.405
Al -1.603 0.639 1.746
*
```

LUMO level	-9.070	eV

C5H22BCs2N6O4 as an isolated structure in a non-equilibrium geometry. Source: the OMol25 dataset; level of theory: ωB97M-V with the def2-TZVPD basis set.

Structure (ORCA input):
```
! wB97M-V def2-TZVPD RIJCOSX def2/J DEFGRID3
* xyz 1 1
H -0.738 0.592 2.519
H -1.693 1.231 3.854
C -1.288 1.464 2.870
N -1.595 -1.949 0.378
N 3.939 -0.041 0.369
H 2.550 -3.943 -3.658
N 2.277 -3.614 -2.748
N -2.939 -0.700 -1.019
C -2.472 1.712 1.939
N 1.405 -1.830 -1.573
O 1.758 -1.697 -3.809
H -0.646 0.344 -1.748
C -2.817 -1.815 -0.211
H -2.982 0.835 1.525
H 0.062 0.409 0.037
H -0.640 2.334 2.917
N 2.255 1.166 1.355
Cs -3.160 2.799 -1.547
H -4.031 2.921 1.931
H 1.955 1.899 1.976
H -2.072 2.172 1.015
H -0.476 1.952 -0.912
H -1.496 -2.581 1.153
Cs 1.427 4.025 -1.372
H 1.082 0.990 -1.361
H 3.219 -0.291 -0.280
O -3.322 2.686 2.534
H 1.540 0.890 0.716
H -2.058 -0.265 -1.284
H 1.297 -2.462 -0.803
O -3.750 -2.585 -0.040
H -3.663 -0.765 -1.718
C 1.846 -2.339 -2.750
H -0.958 -1.172 0.350
H 2.282 -4.188 -1.928
H 1.066 -0.878 -1.589
H 4.918 -0.250 0.301
B -0.004 0.929 -0.988
O 4.360 1.234 2.210
C 3.562 0.781 1.389
*
```

energy above the lowest of the compared OMol25 structures with the same formula, charge and spin	0.0	kcal/mol
LUMO level	-4.187	eV

C5H22BaO7 as an isolated structure in a non-equilibrium geometry. Source: the OMol25 dataset; level of theory: ωB97M-V with the def2-TZVPD basis set.

Structure (ORCA input):
```
! wB97M-V def2-TZVPD RIJCOSX def2/J DEFGRID3
* xyz 0 1
C -4.072 1.591 -0.176
H 2.222 -2.143 2.805
H -2.975 -2.497 1.716
H -0.301 3.230 -1.610
H 2.513 -2.182 1.116
H -2.670 2.921 -0.525
H 3.390 2.818 0.356
H 4.244 2.664 -1.213
H -0.431 -3.189 -2.874
H 1.987 2.342 -1.407
H -2.828 -2.346 -0.032
O 1.087 -0.848 1.735
H 1.091 -3.719 -2.224
H 0.389 2.779 1.370
C -2.303 -2.200 0.910
H 3.152 -0.760 2.078
H -1.401 -2.816 0.935
O 0.376 -2.032 -1.302
C 0.524 -2.820 -2.482
O -1.911 -0.837 1.092
C 3.693 2.128 -0.435
H 0.400 -2.624 -0.548
H -2.031 -0.612 2.019
H 1.040 -0.022 2.259
O 2.454 1.609 -0.929
O 0.258 1.942 1.838
H -4.097 0.623 0.320
O -2.714 2.000 -0.249
H 1.012 -2.250 -3.268
O 0.459 2.814 -2.030
Ba -0.096 0.780 -0.457
H -4.588 1.531 -1.133
H 4.374 1.351 -0.096
C 2.357 -1.486 1.940
H -4.605 2.260 0.503
*
```

energy above the lowest of the compared OMol25 structures with the same formula, charge and spin	1.0	kcal/mol
LUMO level	-0.001	eV

A 6-piece molecular cluster, C5H22NO7 overall in a non-equilibrium geometry. Source: the OMol25 dataset; level of theory: ωB97M-V with the def2-TZVPD basis set.

Structure (ORCA input):
```
! wB97M-V def2-TZVPD RIJCOSX def2/J DEFGRID3
* xyz -1 1
O -1.141 1.690 -1.715
H -1.919 -0.005 -2.529
H 1.713 -2.750 -1.004
C -0.301 -0.302 0.587
H -2.457 3.523 -0.010
N -1.182 -1.977 -0.930
H -1.221 0.063 1.075
H -2.586 0.461 -0.969
H -1.269 2.551 -0.585
C -1.642 0.410 -1.536
O 2.538 -0.630 1.859
H -1.653 2.782 1.881
H 1.091 1.988 -3.450
H 2.119 -0.187 2.588
C 0.823 0.728 0.785
H 2.276 -0.637 -0.133
H 0.711 1.506 0.041
H -1.446 -2.218 -1.880
H 2.975 0.842 0.470
H 0.266 -0.582 -1.478
C -0.648 -0.596 -0.879
H 0.222 -2.890 -0.957
O 1.356 -3.151 2.080
C 2.185 0.099 0.672
H -0.118 -1.248 1.098
O -1.758 2.498 2.833
H -2.011 -2.082 -0.358
H 0.696 1.219 1.755
O 1.039 -3.394 -0.731
O 1.221 1.596 -2.583
H 1.207 -3.402 1.133
H -1.531 1.560 2.809
H 0.264 1.626 -2.179
H 1.777 -2.264 2.006
O -1.595 3.171 0.234
*
```

energy above the lowest of the compared OMol25 structures with the same formula, charge and spin	18.4	kcal/mol
LUMO level	3.299	eV

A 7-piece molecular cluster, C5H22NO8 overall in a non-equilibrium geometry. Source: the OMol25 dataset; level of theory: ωB97M-V with the def2-TZVPD basis set.

Structure (ORCA input):
```
! wB97M-V def2-TZVPD RIJCOSX def2/J DEFGRID3
* xyz -1 1
H -3.250 2.250 -1.011
H -1.827 -2.490 -1.621
H 0.666 -0.417 1.225
H -0.571 -0.131 4.022
H -1.358 1.139 3.793
H 2.935 0.055 2.341
N 0.804 -0.774 0.269
C -1.987 0.555 -0.242
O 1.035 -0.265 -1.878
C -0.582 1.054 -0.654
H -0.999 -0.156 -3.514
H -2.509 2.695 0.443
H -1.519 -1.996 -3.064
H -3.619 1.552 0.706
O -1.443 0.243 4.125
H -2.432 -0.238 -0.870
C -2.889 1.782 -0.097
O 2.310 -0.350 2.953
O 0.458 1.211 2.792
C 1.656 -1.984 0.181
O -0.499 -0.866 -3.924
H -0.642 1.652 -1.553
O -1.945 -2.717 -2.548
H 1.399 0.617 3.086
H 2.051 -1.539 2.184
H 0.806 2.094 2.616
H -0.172 1.739 0.131
H 3.254 0.153 -2.341
C 0.425 -0.076 -0.807
H 0.399 -0.741 -3.583
O 3.449 1.076 -2.537
H 2.531 -1.688 -0.371
H -1.697 0.281 0.815
H 1.156 -2.893 -0.204
H 2.621 1.538 -2.354
O 1.984 -2.366 1.494
*
```

energy above the lowest of the compared OMol25 structures with the same formula, charge and spin	77.8	kcal/mol
LUMO level	2.871	eV

A 6-piece molecular cluster, C5H23N2O5 overall in a non-equilibrium geometry. Source: the OMol25 dataset; level of theory: ωB97M-V with the def2-TZVPD basis set.

Structure (ORCA input):
```
! wB97M-V def2-TZVPD RIJCOSX def2/J DEFGRID3
* xyz 2 2
H 1.264 -0.233 -1.135
H 2.569 -2.048 0.016
H -0.922 1.427 -1.001
H -0.739 -0.261 2.856
C 0.662 -1.596 1.084
H -0.244 -0.753 -2.683
H 1.207 -3.091 -0.222
H -1.614 1.940 1.105
O -2.251 2.214 0.457
H 0.451 1.694 -1.796
H -2.751 3.017 0.541
C 1.283 -0.766 2.170
C 1.503 -2.053 -0.100
H 0.244 -2.444 1.716
H -1.074 -2.975 -2.932
H 2.136 -0.147 1.818
H -0.323 -1.271 0.683
H 2.501 3.109 -2.434
H -0.701 3.804 3.224
O -0.650 3.583 2.301
C 0.293 0.110 2.932
H 0.620 0.160 3.965
H 1.714 -1.498 2.898
O 2.301 2.176 -2.325
H 0.240 1.098 2.424
O -0.016 1.118 -1.163
H -0.094 -3.468 -1.574
H -3.010 -1.317 -2.497
C 0.170 -1.588 -2.132
O -3.964 -1.342 -2.501
H -4.294 -0.552 -2.064
N -0.479 -2.736 -2.150
H 3.064 1.671 -2.039
H -0.177 4.256 1.806
N 1.084 -1.239 -1.247
*
```

<S²>	0.753
energy above the lowest of the compared OMol25 structures with the same formula, charge and spin	28.0	kcal/mol
LUMO level (alpha / beta)	-6.462 / -13.704	eV

A 8-piece molecular cluster, C5H23N3O7 overall in a non-equilibrium geometry. Source: the OMol25 dataset; level of theory: ωB97M-V with the def2-TZVPD basis set.

Structure (ORCA input):
```
! wB97M-V def2-TZVPD RIJCOSX def2/J DEFGRID3
* xyz 0 1
O 0.515 0.048 -3.452
H 0.758 -3.175 -2.060
H 1.972 -2.307 -2.162
H -0.672 2.286 2.937
O -0.172 2.568 2.155
H 3.612 -0.231 -1.569
H 2.037 -0.575 1.547
O 1.112 -2.441 -2.579
H -3.935 0.936 0.723
H 0.813 -0.170 3.574
H -1.494 2.557 -0.199
H 0.630 2.074 2.398
C 0.135 -1.006 0.707
H 3.126 -0.316 -3.286
H -2.732 3.072 -0.678
H 0.728 3.779 -2.289
H 1.270 -1.748 3.820
H 0.491 -0.136 -2.500
C -0.921 -1.218 -1.177
H -1.356 -1.027 3.010
H -3.167 0.390 1.913
H -1.466 -1.694 -1.984
N -0.705 -1.708 3.369
H 0.528 -0.781 -3.933
O -2.065 2.442 -0.988
O 3.069 -0.458 -2.331
O 1.592 3.383 -2.098
C -0.492 0.189 0.453
O -3.854 0.151 1.290
H -0.732 -2.619 2.929
C 1.211 -1.321 1.671
N -0.275 -1.917 -0.270
H 1.709 -2.283 1.610
H 1.415 2.629 -2.687
H -0.460 1.087 1.066
H -1.805 0.629 -1.276
N -1.074 0.079 -0.772
C 0.656 -1.168 3.118
*
```

energy above the lowest of the compared OMol25 structures with the same formula, charge and spin	57.0	kcal/mol
structure (SMILES)	NCCc1c[nH]cn1.O.O.O.O.O.O.O
LUMO level	-0.080	eV

A 7-piece molecular cluster, C5H23NO8 overall in a non-equilibrium geometry. Source: the OMol25 dataset; level of theory: ωB97M-V with the def2-TZVPD basis set.

Structure (ORCA input):
```
! wB97M-V def2-TZVPD RIJCOSX def2/J DEFGRID3
* xyz 0 1
H 0.029 2.219 -2.217
C 1.432 2.673 -0.970
O 1.244 1.003 3.031
H -2.752 -2.562 -1.792
O 0.629 -3.936 -1.547
H -1.454 -0.780 1.118
H -0.838 -3.603 1.128
C 0.329 0.565 -0.130
H -2.035 1.003 0.569
H 1.215 -0.776 1.117
H -1.220 2.364 1.803
H 0.710 3.166 -0.319
O -0.612 2.846 2.423
C -0.723 -1.466 0.681
H -1.732 -1.562 -2.239
H -2.927 2.229 0.347
C -0.394 -2.687 1.510
H 2.101 1.380 0.584
H 1.328 0.386 -3.272
H -0.563 -2.489 2.564
H 1.613 -0.783 -2.413
O 1.034 -0.538 -3.136
O -2.547 1.689 1.040
H -1.215 -1.706 -0.259
C 1.657 1.282 -0.415
H -0.264 -3.696 -1.788
H 1.038 0.984 3.958
H 1.225 -3.304 -1.943
O 0.901 2.634 -2.289
O -1.881 -2.513 -2.222
H -1.115 3.087 3.200
O -0.694 0.904 -0.740
N 0.470 -0.638 0.451
H 2.283 0.576 -0.948
H 0.718 1.808 2.750
H 2.355 3.219 -1.017
H 0.653 -2.979 1.382
*
```

energy above the lowest of the compared OMol25 structures with the same formula, charge and spin	25.2	kcal/mol
structure (SMILES)	CCNC(=O)CCO.O.O.O.O.O.O
LUMO level	0.312	eV

C5H24HfNO7 as an isolated structure in a non-equilibrium geometry. Source: the OMol25 dataset; level of theory: ωB97M-V with the def2-TZVPD basis set.

Structure (ORCA input):
```
! wB97M-V def2-TZVPD RIJCOSX def2/J DEFGRID3
* xyz 3 1
O -2.885 -0.935 -0.872
C 2.075 -0.436 -2.451
H 2.028 2.136 -2.884
O -1.562 0.444 1.603
H 0.529 0.366 1.825
H 3.309 -2.427 -1.461
O 1.513 -0.036 4.164
C 1.843 -1.923 -2.731
N 2.961 -2.743 -2.355
Hf -3.816 -0.412 1.442
H 3.016 0.027 -2.747
H 1.575 -2.145 -3.764
H -3.021 -1.842 4.088
H -1.481 2.156 3.255
H 0.029 1.753 1.119
H -0.061 0.268 0.165
H -2.281 -0.527 3.959
H -2.897 2.517 3.653
H 0.199 -3.375 -2.361
C -0.255 0.701 1.146
H -3.394 -1.233 -1.626
C 1.119 1.676 -2.496
H 2.446 -3.583 -2.134
C 0.598 -2.469 -1.905
H 2.417 0.279 4.177
H -0.597 3.323 0.510
H -1.904 3.652 -0.178
H 0.412 2.348 -2.982
O -2.035 2.319 4.019
O -2.962 -1.057 3.544
O -1.228 4.031 0.384
H 1.073 0.525 3.525
H 1.215 1.821 -1.419
H 2.197 -0.472 -1.368
O 1.043 0.386 -3.015
H 0.956 -2.776 -0.922
H -2.050 -0.650 -1.243
H -0.126 -1.691 -1.665
*
```

LUMO level	-16.064	eV

A 9-piece molecular cluster, C5H24NO10 overall in a non-equilibrium geometry. Source: the OMol25 dataset; level of theory: ωB97M-V with the def2-TZVPD basis set.

Structure (ORCA input):
```
! wB97M-V def2-TZVPD RIJCOSX def2/J DEFGRID3
* xyz -1 1
H 2.321 -0.884 -2.469
N 1.298 -1.345 -0.430
H 3.651 -0.807 1.538
O -0.349 1.872 -2.022
C 2.424 -1.296 -1.411
H 0.981 -2.233 -0.289
C 0.595 0.457 0.755
H -2.605 -0.266 -0.389
H -0.434 1.403 -1.232
C 1.600 -0.680 0.787
H -2.557 -0.187 2.577
H 3.150 0.704 1.000
H -2.901 2.326 0.624
O -2.207 2.715 1.311
H 0.625 1.714 2.760
H 0.253 -2.143 -2.443
H -1.355 2.170 1.054
H -1.182 -2.420 0.459
H -0.841 -2.053 -3.395
H 1.320 -1.456 1.586
O -1.850 -0.361 3.040
H -2.610 0.047 -2.481
C 3.458 -0.309 -0.707
H 4.392 -0.951 -0.734
C 3.050 -0.290 0.835
O -2.173 0.592 -0.702
O -0.533 0.152 1.071
O -2.052 -2.721 0.330
O 0.726 1.721 0.463
H -1.113 -0.262 2.383
H -1.824 0.813 -3.467
O 1.181 2.062 3.579
H -2.023 -3.096 -0.579
O -0.408 -2.727 -2.801
H 0.580 2.341 -2.026
H 2.024 1.791 3.238
H 2.856 -2.309 -1.675
H 3.514 0.653 -1.235
O -2.395 0.008 -3.450
H -1.590 0.732 0.092
*
```

energy above the lowest of the compared OMol25 structures with the same formula, charge and spin	78.4	kcal/mol
LUMO level	2.727	eV

A 6-piece molecular cluster, C5H24NO6S overall in a non-equilibrium geometry. Source: the OMol25 dataset; level of theory: ωB97M-V with the def2-TZVPD basis set.

Structure (ORCA input):
```
! wB97M-V def2-TZVPD RIJCOSX def2/J DEFGRID3
* xyz 1 1
H 1.578 -4.054 -2.064
H -0.521 0.999 -0.643
H 0.523 0.969 0.734
O -1.122 1.616 -3.201
O -1.671 -3.318 0.986
O -2.487 1.765 -0.777
H 1.648 4.158 -0.152
O 1.769 0.198 2.645
C -0.544 -1.469 0.218
H -0.447 -0.112 1.795
H -2.758 2.596 -1.173
H -1.768 -4.263 1.129
H 0.318 -3.417 0.387
H 0.522 -0.993 -1.682
H -1.692 2.072 0.766
S 1.730 1.880 -0.999
C 1.647 3.154 0.273
N -0.491 -1.132 1.673
H 1.544 -1.152 -0.193
H 1.665 1.151 2.525
H -1.420 -1.052 -0.286
H -1.525 3.147 1.959
C 0.489 0.709 -0.318
C -0.634 -2.977 0.061
H -0.291 1.505 -3.681
H 2.395 2.978 1.050
H 2.724 0.080 2.685
H 0.704 3.097 0.814
O -1.411 2.234 1.689
H -0.808 -3.411 -0.922
H 2.596 -2.992 -1.910
H -1.889 1.319 -1.392
O 1.689 -3.191 -1.642
C 0.602 -0.791 -0.618
H 0.446 -1.266 2.089
H -1.792 1.546 -3.892
H -1.318 -1.583 2.067
*
```

LUMO level	-2.395	eV

A 7-piece molecular cluster, C5H24O7 overall in a non-equilibrium geometry. Source: the OMol25 dataset; level of theory: ωB97M-V with the def2-TZVPD basis set.

Structure (ORCA input):
```
! wB97M-V def2-TZVPD RIJCOSX def2/J DEFGRID3
* xyz 0 1
C 3.001 0.544 1.553
O 0.972 -1.257 -2.747
H -0.273 -4.353 -0.960
H -3.742 0.352 0.677
H 0.822 -0.602 -3.219
H -0.513 -1.664 0.414
O 2.675 -0.702 1.240
O 0.303 -0.466 -0.263
C 0.366 2.862 -1.463
H -1.445 0.171 -0.301
H 2.041 -0.601 0.546
H 0.432 -4.776 0.484
H -4.075 -0.207 -0.818
H 1.052 3.314 -0.867
C 0.164 -3.807 -0.066
C -3.296 -0.207 -0.088
O -0.785 -2.828 0.418
H -1.333 2.136 -1.043
H -0.842 2.028 3.121
H 0.443 -2.028 -3.079
H 2.420 0.813 2.492
H 0.916 1.868 -1.514
H 0.791 -0.973 -1.728
H 0.145 0.523 -0.455
H -1.036 1.982 1.381
H -2.972 -0.926 0.541
H 0.542 3.416 -2.385
H 1.005 -3.154 -0.294
H -0.515 -0.302 1.416
O -0.966 2.935 -1.154
O -0.746 0.095 2.190
H 4.084 0.856 1.565
H 2.723 1.258 0.779
H 0.486 1.878 2.258
C -0.642 1.522 2.124
O -2.211 0.298 -0.757
*
```

energy above the lowest of the compared OMol25 structures with the same formula, charge and spin	208.7	kcal/mol
LUMO level	-0.987	eV